No. 1
Molecular formula: C28H29BBiCl3F4N2O4PS2Si
Method: DFT, ωB97M-V/def2-TZVPD

XYZ file:
```
76
Properties=species:S:1:pos:R:3:forces:R:3:lowdin_spin:R:1
Bi -0.3438 1.0149 -0.1498 0.01 0.09 -0.14 0.00
S -2.1764 4.6489 2.3103 -0.02 -0.01 -0.02 0.00
C -3.3667 4.0690 1.1498 -0.01 0.06 -0.03 0.01
C -3.1501 2.8487 0.6724 0.09 0.01 -0.04 0.03
C -1.9461 2.1893 1.2680 -0.06 0.02 0.10 0.08
C -1.1361 3.2576 1.9470 -0.10 -0.05 -0.05 0.01
C 0.2182 3.2887 2.0143 0.13 0.06 0.01 0.00
C 0.9932 4.3020 2.7024 -0.03 -0.03 0.00 0.00
C 2.3359 4.1763 2.8090 0.03 -0.01 -0.01 0.00
C 3.0194 3.0705 2.2204 -0.06 0.02 -0.03 0.00
C 2.2645 2.2023 1.4807 0.00 0.01 0.02 0.00
N 0.9323 2.2970 1.3498 -0.06 -0.06 0.08 0.00
H -4.1917 4.7077 0.8697 0.02 0.01 0.03 0.00
H -3.7856 2.3720 -0.0576 0.00 -0.04 -0.03 0.00
H 0.4708 5.1404 3.1458 0.00 -0.01 -0.01 0.00
H 2.8989 4.9360 3.3418 0.01 -0.01 0.00 0.00
H 4.0913 2.9511 2.2849 -0.01 0.01 0.02 0.00
H 2.7275 1.3786 0.9452 -0.02 0.00 0.02 0.00
S -3.1549 -0.2875 1.9492 -0.03 -0.07 0.02 0.36
C -2.1445 0.9401 1.9223 0.14 0.08 -0.08 0.48
C 0.6425 -0.6228 4.0904 -0.02 0.01 0.03 0.00
P 1.3676 -1.0731 2.4590 -0.06 0.03 -0.02 0.00
C 0.2146 -2.4216 1.9904 -0.02 -0.05 -0.03 0.00
C 2.8350 -2.0225 3.0162 0.03 0.01 0.02 0.00
C 3.7830 -1.3786 3.8170 0.00 0.00 -0.01 0.00
C 4.9446 -2.0223 4.2140 -0.02 0.00 -0.01 0.00
C 5.1973 -3.3262 3.8038 -0.01 0.02 -0.01 0.00
C 4.2758 -3.9713 2.9929 -0.02 0.02 0.00 0.00
C 3.1078 -3.3255 2.6048 0.01 -0.02 0.00 0.00
H 0.5114 -1.4821 4.7529 0.01 0.01 -0.01 0.00
H -0.3261 -0.1561 3.8943 0.01 -0.01 -0.01 0.01
H 1.2690 0.1254 4.5781 0.00 -0.02 0.00 0.00
H 0.1989 -3.2432 2.7121 0.00 0.01 0.00 0.00
H 0.4633 -2.8082 1.0001 0.02 0.01 0.02 0.00
H -0.7864 -1.9873 1.9286 0.03 0.01 0.00 0.00
H 3.6130 -0.3511 4.1211 0.00 -0.01 -0.01 0.00
H 5.6607 -1.5000 4.8375 0.00 0.00 0.00 0.00
H 6.1088 -3.8280 4.1055 0.00 0.00 0.00 0.00
H 4.4650 -4.9837 2.6549 0.00 0.00 0.00 0.00
H 2.4044 -3.8462 1.9670 0.00 0.01 0.00 0.00
O -4.8240 -0.4039 -1.5290 0.08 0.08 0.03 0.01
C -4.3996 -1.3436 -2.3744 0.01 0.00 -0.04 0.00
C -5.3622 -2.2070 -2.9131 0.02 0.00 0.00 0.00
C -4.9975 -3.2002 -3.7985 0.01 -0.01 -0.01 0.00
C -3.6650 -3.3638 -4.1735 -0.03 0.01 0.02 0.00
C -2.7152 -2.5132 -3.6371 0.01 0.01 0.01 0.00
C -3.0516 -1.5033 -2.7404 -0.04 0.00 -0.03 0.00
C -1.9603 -0.6376 -2.1719 0.02 -0.09 0.07 0.00
O -0.7796 -0.8531 -2.4769 0.15 -0.03 -0.08 0.00
O -2.3258 0.2695 -1.3450 -0.09 0.04 0.09 0.00
H -4.0346 0.1425 -1.2868 -0.04 -0.06 0.01 0.00
H -6.3935 -2.0592 -2.6185 0.01 -0.01 0.00 0.00
H -5.7604 -3.8550 -4.2052 0.00 0.00 -0.01 0.00
H -3.3788 -4.1407 -4.8714 0.00 0.00 0.00 0.00
H -1.6692 -2.6085 -3.8978 0.01 0.00 -0.01 0.00
F -3.6118 4.9778 -2.4160 0.01 -0.01 0.01 0.00
B -3.5459 3.6442 -2.8365 0.02 -0.08 0.05 0.00
F -2.3937 3.0137 -2.2357 -0.06 0.07 0.04 0.00
F -4.6875 2.9443 -2.4096 0.06 0.02 0.03 0.00
F -3.4226 3.5748 -4.2283 0.00 0.01 0.00 0.00
C 2.4697 -0.2633 -2.9746 -0.01 0.03 0.00 0.00
N 2.3543 -1.6627 -2.6111 -0.10 0.01 0.02 0.00
C 1.7624 -2.5428 -3.5933 0.03 0.01 0.05 0.00
C 2.4692 -2.0327 -1.3216 0.12 -0.04 -0.10 0.00
O 2.8594 -1.3301 -0.4082 -0.05 0.00 0.11 0.00
H 3.0963 -0.1617 -3.8640 0.00 0.02 0.00 0.00
H 2.9195 0.2800 -2.1488 0.00 -0.01 -0.03 0.00
H 1.4804 0.1526 -3.1834 0.01 -0.02 -0.01 0.00
H 2.3795 -2.5612 -4.4964 -0.02 0.00 0.01 0.00
H 0.7571 -2.2054 -3.8431 -0.08 0.04 -0.02 0.00
H 1.7077 -3.5555 -3.1927 -0.01 0.01 0.01 0.00
H 2.1986 -3.0921 -1.1664 -0.01 -0.05 0.01 0.00
Cl -0.3333 4.9891 -1.3474 -0.01 -0.04 -0.03 0.00
Si 0.1282 3.0604 -1.8553 -0.05 -0.10 -0.01 0.00
Cl 2.2492 3.0732 -1.6595 0.03 0.03 -0.05 0.00
Cl -0.0253 2.6952 -3.8847 0.01 0.05 0.06 0.00
```
Positions in Å, forces in eV/Å.

As for the total charge: -2. The value obtained for the LUMO energy (spin up / spin down) is 4.022 / 4.022 eV. The spin multiplicity is 2. The value obtained for the energy relative to the best compared isomer or geometry (same formula, charge and spin) is 71.6 kcal per mole. The calculation puts the maximum force at 0.18 eV/A. The total energy is -4942.0404 Ha.

No. 2
Molecular formula: C28H29BHfN6OSi
Method: DFT, ωB97M-V/def2-TZVPD

XYZ file:
```
67
Properties=species:S:1:pos:R:3:forces:R:3:nbo_charge:R:1
H -1.9969 -2.6217 0.3792 -0.32 -0.12 0.16 0.25
N -0.4489 -1.9152 -0.8830 -0.24 -0.57 0.29 -0.54
B 1.3901 -1.6729 -2.6921 0.14 -0.13 0.33 0.54
N 0.2655 -2.4914 -1.9268 0.18 1.61 0.58 -0.28
C -0.1655 -3.7220 -2.1346 -0.25 -0.13 0.36 0.08
Hf -0.3017 0.0966 0.0033 -1.40 -3.47 -5.61 2.54
H 0.2947 -4.3381 -2.9014 -0.24 0.14 0.16 0.26
C -1.1816 -4.0019 -1.2208 -0.70 -0.25 0.72 -0.31
H -1.7438 -4.9267 -1.1218 0.24 0.29 -0.09 0.27
C -1.3429 -2.8583 -0.4372 1.29 -0.24 -1.64 0.02
H 1.7904 -2.3242 -3.6242 -0.13 0.29 0.23 0.01
C 0.7626 1.7945 0.8956 3.46 1.55 3.45 -1.25
H 0.3535 2.3566 1.7340 0.12 0.22 0.16 0.34
H 0.6329 2.5876 0.0336 -0.52 -2.57 0.23 0.45
H 1.8676 1.7821 0.9750 -0.11 0.99 0.05 0.33
N 2.5193 -1.3402 -1.6793 -1.50 0.68 1.31 -0.32
N 0.7959 -0.3040 -3.1283 -1.29 0.46 0.54 -0.30
N 2.1186 -0.6317 -0.5433 -0.35 -0.12 -0.01 -0.45
N 0.0892 0.5124 -2.2232 0.16 0.48 -0.49 -0.49
C 3.8005 -1.6839 -1.5734 -0.04 0.42 0.90 0.06
C 0.7308 0.2315 -4.3612 -0.31 0.31 1.13 0.08
H 4.2512 -2.2750 -2.3539 0.20 0.09 0.05 0.26
H 1.1783 -0.3092 -5.1944 -0.14 0.34 0.24 0.26
C 4.2854 -1.1889 -0.3553 0.08 -0.03 0.34 -0.32
C 0.0346 1.4484 -4.2864 -0.02 -0.12 0.45 -0.31
C 3.1982 -0.5525 0.2568 -0.03 -0.97 -1.71 -0.01
C -0.3357 1.5963 -2.9428 0.81 -1.88 -0.95 0.02
H 5.2734 -1.2945 0.0762 -0.17 -0.03 -0.28 0.27
H -0.1899 2.1104 -5.1090 0.05 -0.02 0.14 0.27
H 3.0743 -0.1074 1.2149 0.42 0.29 0.56 0.20
H -0.9279 2.3349 -2.4620 -0.34 0.63 0.16 0.23
H 0.8610 0.7039 1.5167 -0.31 2.51 -1.49 0.32
O -1.9802 0.6009 0.7678 2.34 -0.65 -0.50 -1.22
Si -2.8293 1.1086 2.1507 -1.17 0.52 0.47 1.87
C -1.9945 0.9007 3.8107 0.18 -0.50 0.16 -0.45
C -0.6074 0.7650 3.9750 -0.67 -0.10 0.68 -0.23
C -0.0388 0.6318 5.2382 -0.03 -0.23 0.29 -0.20
C -0.8505 0.6190 6.3854 0.03 0.19 -0.91 -0.18
C -2.2285 0.7701 6.2441 -0.39 0.04 -0.29 -0.17
C -2.8083 0.9031 4.9721 1.11 -0.03 -0.17 -0.20
C -2.9899 2.9508 1.8959 -0.05 -0.06 -0.06 -0.57
C -2.5622 3.8503 2.8910 -0.43 0.49 -0.49 -0.20
C -2.7458 5.2350 2.7252 -0.12 -0.41 -0.15 -0.19
C -3.3811 5.7279 1.5789 0.18 -0.68 0.16 -0.18
C -3.8074 4.8325 0.5881 0.06 -0.22 0.04 -0.22
C -3.5985 3.4551 0.7314 0.04 0.69 0.39 -0.15
C -4.3228 0.0149 2.0364 -0.39 0.28 0.55 -0.48
C -4.4910 -1.0459 2.9638 -1.77 0.37 -1.39 -0.23
C -5.6904 -1.7919 2.9405 0.27 0.44 -0.05 -0.20
C -6.7152 -1.4847 2.0315 0.99 0.54 -0.10 -0.18
C -6.5347 -0.4248 1.1250 0.29 0.25 0.18 -0.20
C -5.3569 0.3502 1.1300 -0.52 -1.90 1.41 -0.20
H 0.0444 0.7432 3.1073 0.11 0.00 0.08 0.13
H 1.0376 0.4968 5.3240 -0.19 0.07 0.11 0.22
H -0.4073 0.4972 7.3615 0.03 0.01 0.06 0.24
H -2.8829 0.7729 7.1210 0.31 -0.02 -0.29 0.24
H -3.8798 0.9938 4.8665 -0.09 0.05 0.10 0.23
H -2.1466 3.4732 3.8193 0.07 0.08 -0.09 0.22
H -2.4259 5.9101 3.5167 -0.07 -0.08 -0.21 0.23
H -3.5584 6.7916 1.4680 0.02 -0.10 -0.01 0.24
H -4.3339 5.2014 -0.2903 0.15 -0.01 0.17 0.23
H -3.9611 2.7724 -0.0340 0.09 0.17 0.01 0.20
H -3.7897 -1.1991 3.7501 0.55 -0.31 0.29 0.22
H -5.8429 -2.5646 3.6914 0.01 0.08 -0.20 0.23
H -7.6532 -2.0245 2.0592 0.08 -0.02 -0.05 0.24
H -7.3431 -0.1450 0.4505 0.15 -0.12 0.16 0.23
H -5.3044 1.2350 0.5477 0.08 0.49 -0.63 0.21
```
Positions in Å, forces in eV/Å.

As for the total charge: +2. The value obtained for the LUMO energy is -8.792 eV. The value obtained for the energy relative to the best compared isomer or geometry (same formula, charge and spin) is 47.0 kcal per mole. The calculation puts the maximum force at 6.74 eV/A. The total energy is -1850.0918 Ha.

No. 3
Molecular formula: C28H29BN7PPd
Method: DFT, ωB97M-V/def2-TZVPD

XYZ file:
```
67
Properties=species:S:1:pos:R:3:forces:R:3:nbo_charge:R:1
H -0.4658 3.3237 1.0015 0.06 -0.19 -0.12 0.21
N 0.0063 1.7725 -0.3814 0.52 0.91 -0.81 -0.33
B 0.6854 0.4978 -2.4565 0.21 -0.13 0.89 0.56
N 0.5705 1.8149 -1.6438 -0.48 0.22 1.21 -0.33
C 0.8358 3.0936 -1.9956 -0.26 -0.13 0.66 -0.02
Pd -1.0682 -0.8679 0.4121 4.30 0.90 0.98 1.05
H 1.2705 3.3169 -2.9599 -0.04 0.00 0.13 0.22
C 0.4517 3.9186 -0.9402 0.05 -0.41 -0.27 -0.36
H 0.5266 4.9872 -0.8612 0.04 0.09 -0.13 0.22
C -0.0665 3.0450 0.0334 0.43 -0.23 -0.95 -0.07
H 1.1716 0.7298 -3.5307 -0.15 -0.07 -0.02 -0.04
C -1.7242 -2.7169 0.6467 -1.57 -1.30 0.64 -0.73
H -1.9410 -2.4670 1.7139 0.30 -0.96 -0.51 0.22
H -1.0846 -3.6023 0.4595 -0.48 0.70 0.22 0.23
H -2.6908 -2.6738 0.1039 0.71 -0.57 -0.07 0.17
N -0.7369 -0.0967 -2.5720 -1.22 -0.34 0.92 -0.30
N 1.5280 -0.5645 -1.6997 -0.07 -0.61 0.64 -0.34
N -1.4575 -0.6110 -1.5011 -2.09 -0.27 -3.28 -0.32
N 1.0591 -1.1659 -0.5355 1.11 0.52 -0.98 -0.28
C -1.5128 -0.1001 -3.6727 -0.24 -0.38 0.85 0.01
C 2.7679 -1.0373 -2.0024 -0.61 -0.02 0.49 -0.01
H -1.1199 0.2935 -4.6043 -0.16 -0.17 0.24 0.23
H 3.2955 -0.6954 -2.9052 -0.39 -0.20 0.68 0.22
C -2.7427 -0.6567 -3.3327 -0.05 0.02 -0.19 -0.35
C 3.1214 -1.9447 -1.0113 -0.24 0.14 0.06 -0.36
C -2.6690 -0.9797 -1.9765 1.40 0.91 -0.69 -0.01
C 2.0255 -1.9801 -0.1059 0.44 0.52 -0.84 -0.01
H -3.5891 -0.8041 -3.9717 -0.11 -0.04 -0.21 0.23
H 4.0466 -2.5046 -0.9444 -0.23 0.13 0.03 0.23
H -3.3956 -1.4423 -1.3241 0.06 0.17 -0.17 0.22
H 1.9643 -2.5058 0.8402 -0.33 0.14 -0.27 0.24
H -1.7234 0.5890 0.6247 -0.16 -0.27 -0.55 0.02
N 0.1076 -1.2658 2.0128 -0.84 0.71 1.15 -1.33
P 0.1065 -0.4654 3.3859 0.00 -0.90 -1.68 1.77
C 1.6361 0.5032 3.5402 0.48 0.15 0.52 -0.42
C 2.5873 0.2949 4.5573 -0.09 0.26 -0.31 -0.19
C 3.7626 1.0480 4.5819 -0.03 0.04 -0.18 -0.22
C 4.0092 2.0051 3.5937 -0.34 -0.07 -0.07 -0.20
C 3.0797 2.1924 2.5624 -0.06 -0.21 0.18 -0.22
C 1.9129 1.4252 2.5256 0.10 0.05 0.00 -0.12
C -1.3648 0.5884 3.5523 -0.40 0.00 0.48 -0.43
C -2.2287 0.5228 4.6535 -0.10 0.31 -0.19 -0.12
C -3.3867 1.3043 4.6794 0.01 -0.04 -0.09 -0.23
C -3.7298 2.1166 3.5956 0.21 -0.05 -0.12 -0.20
C -2.8928 2.1615 2.4788 0.02 -0.33 0.18 -0.21
C -1.7296 1.3854 2.4661 0.57 0.96 -0.03 -0.23
C 0.0776 -1.5235 4.8436 -0.03 -0.01 0.68 -0.44
C -0.1159 -2.8961 4.6682 -0.04 0.18 0.35 -0.17
C -0.2558 -3.7206 5.7905 0.09 0.18 0.01 -0.21
C -0.1715 -3.1815 7.0784 -0.03 -0.03 -0.27 -0.20
C 0.0458 -1.8113 7.2530 0.03 0.05 -0.20 -0.24
C 0.1668 -0.9785 6.1393 -0.06 -0.52 0.07 -0.14
H 2.4209 -0.4659 5.3175 0.08 0.24 -0.17 0.22
H 4.4913 0.8831 5.3758 -0.16 0.03 -0.21 0.21
H 4.9240 2.5989 3.6190 -0.25 -0.17 0.00 0.21
H 3.2586 2.9298 1.7799 0.01 -0.21 0.16 0.22
H 1.2254 1.5018 1.6790 0.27 0.07 0.28 0.22
H -2.0036 -0.1332 5.4913 -0.10 0.22 -0.18 0.22
H -4.0268 1.2747 5.5580 0.05 -0.04 -0.18 0.22
H -4.6444 2.7112 3.6149 0.26 -0.16 0.05 0.22
H -3.1405 2.7686 1.6068 0.05 -0.11 0.26 0.22
H -1.0338 1.4611 1.6059 -0.43 0.25 1.11 0.26
H -0.1597 -3.2877 3.6502 -0.04 0.10 0.27 0.25
H -0.4328 -4.7861 5.6478 0.08 0.23 0.10 0.22
H -0.2769 -3.8319 7.9487 0.03 0.19 -0.26 0.22
H 0.1168 -1.3887 8.2556 -0.03 -0.13 -0.24 0.22
H 0.3263 0.0931 6.2803 -0.07 -0.31 -0.07 0.22
```
Positions in Å, forces in eV/Å.

The value obtained for the LUMO energy (spin up / spin down) is 0.347 / -1.667 eV. The spin multiplicity is 3. The value obtained for the energy relative to the best compared isomer or geometry (same formula, charge and spin) is 0.0 kcal per mole. The calculation puts the maximum force at 4.50 eV/A. The total energy is -1961.5882 Ha.